# 1
Computed, not measured: a cluster of 2 separate species, C3H6Cl2Si in total, with the ωB97M-V functional and the def2-TZVPD basis.

Total charge: 0
E_HOMO (eV): -9.62
Largest force on an atom (eV/A): 3.087
Energy above the lowest of the compared OMol25 structures with the same formula, charge and spin (kcal/mol): 111.3
SMILES string: [SiH3]Cl.C=C=CCl
LUMO (eV): 0.54
Calculated total energy (hartree): -1327.703771

Element x y z (Å)
Si 0.8437 -2.5164 -0.8738
Cl 2.0306 -3.7553 -1.9949
H 0.7442 -1.0780 -0.9589
H -0.3560 -3.3759 -0.9335
H 1.5905 -2.4903 0.4488
C 0.4893 1.4057 0.3007
C -0.6549 1.8449 0.6851
C -1.7691 2.3960 1.0799
Cl -2.4681 3.5578 -0.0669
H 1.4463 1.6673 0.7206
H 0.4757 0.4261 -0.3070
H -2.3723 1.9181 1.8997

Forces on atoms 1 to 2 (eV/Å):
0.8 -1.3 1.8
0.4 0.4 -0.6

---

# 2
Computed, not measured: a cluster of 4 separate species, C3H16NO3 in total, with the ωB97M-V functional and the def2-TZVPD basis.

Total charge: +1
E_HOMO (eV): -14.66
Largest force on an atom (eV/A): 6.260
Energy above the lowest of the compared OMol25 structures with the same formula, charge and spin (kcal/mol): 32.5
LUMO (eV): -2.71
Calculated total energy (hartree): -404.112354

Element x y z (Å)
C 1.1598 0.5800 0.0045
C -0.1726 0.3451 -0.5897
C -0.4456 1.2482 -1.8585
N -0.1520 -1.1162 -1.2086
H 1.4268 -0.1467 0.8139
H 1.9898 0.6337 -0.5514
H 1.0579 1.6022 0.5134
H -1.1467 0.2882 0.1224
H 0.4755 1.1998 -2.5056
H -0.4697 2.2823 -1.3996
H -1.2080 1.1159 -2.5879
H 0.1736 -1.9216 -0.5827
H -1.0237 -1.3318 -1.6337
H 0.5678 -1.0554 -1.9923
H -0.1144 -2.9021 1.4294
H 0.7812 -3.7390 0.4016
O 0.4505 -2.8630 0.6655
H -2.1717 -2.2530 2.9597
H -0.7787 -1.8000 3.2434
O -1.2087 -2.2707 2.6326
H -0.4170 4.0801 1.0975
H 1.0225 4.2943 0.5034
O 0.2034 3.7296 0.5230

Forces on atoms 1 to 2 (eV/Å):
-2.5 1.3 5.2
-3.3 -1.9 -1.9

---

# 3
Computed, not measured: a cluster of 10 separate species, C16H30F3N7O23 in total, with the ωB97M-V functional and the def2-TZVPD basis.

Total charge: 0
E_HOMO (eV): -10.28
Largest force on an atom (eV/A): 3.634
Energy above the lowest of the compared OMol25 structures with the same formula, charge and spin (kcal/mol): 31.5
SMILES string: O=C1OC[C@@H](F)O1.O=C1OC[C@@H](F)O1.O=C1OC[C@@H](F)O1.C[N+](=O)[O-].C[N+](=O)[O-].C[N+](=O)[O-].C[N+](=O)[O-].C[N+](=O)[O-].C[N+](=O)[O-].C[N+](=O)[O-]
LUMO (eV): -0.82
Calculated total energy (hartree): -3040.403273

Element x y z (Å)
O -3.2451 0.0034 -1.0265
C -3.6406 -0.4050 -2.0550
O -4.5402 0.2256 -2.8655
C -5.0182 -0.7154 -3.8104
C -3.9767 -1.8182 -3.7816
F -2.9984 -1.6747 -4.7478
O -3.4374 -1.6708 -2.5029
H -6.0240 -1.1040 -3.6279
H -5.0608 -0.2909 -4.8152
H -4.4152 -2.8060 -3.9551
O -13.0737 5.6574 -6.3414
C -12.1401 6.2503 -5.9304
O -11.9054 6.4486 -4.6064
C -10.8819 7.4262 -4.4955
C -10.1014 7.2416 -5.7672
F -9.1929 6.2396 -5.7135
O -11.1519 6.8187 -6.6440
H -11.2971 8.4256 -4.3582
H -10.3197 7.2118 -3.5850
H -9.6666 8.1559 -6.1590
O -5.6933 3.8768 -8.2888
C -6.2531 3.4465 -7.3404
O -6.4365 2.1803 -7.0271
C -7.3868 2.1066 -5.9985
C -7.2632 3.4391 -5.2833
F -6.2797 3.4026 -4.3384
O -6.7445 4.2604 -6.3385
H -8.4055 2.0417 -6.4000
H -7.3079 1.2652 -5.3115
H -8.1727 3.8737 -4.8843
C -11.3467 2.6385 -3.3663
N -10.2842 2.0801 -4.2406
O -10.3848 2.2443 -5.4394
O -9.4444 1.3766 -3.7249
H -11.6194 1.8670 -2.6576
H -12.1269 2.9930 -4.0307
H -10.9269 3.4905 -2.8334
C -3.9739 5.0246 -3.2549
N -3.3584 3.9392 -2.4435
O -3.1338 2.8918 -3.0148
O -3.1221 4.1367 -1.2711
H -3.9510 4.6603 -4.2694
H -3.4297 5.9610 -3.2119
H -4.9904 5.1483 -2.8915
C -2.9133 5.8737 -8.1193
N -3.3510 5.9970 -6.7195
O -2.5542 5.8268 -5.8224
O -4.5351 6.1931 -6.5558
H -3.4884 6.5878 -8.6988
H -3.2106 4.8593 -8.3915
H -1.8525 5.9971 -8.3024
C -6.4103 6.5322 -10.1535
N -5.7325 7.4380 -11.1126
O -4.5303 7.4365 -11.0889
O -6.3987 8.0746 -11.8799
H -6.2314 6.9169 -9.1519
H -6.0604 5.5245 -10.3427
H -7.4937 6.5366 -10.2498
C -8.0571 -2.2286 -8.0641
N -7.2148 -1.2050 -7.3733
O -6.7047 -0.2903 -7.9833
O -7.1200 -1.3145 -6.1536
H -8.3960 -1.7513 -8.9781
H -8.9218 -2.4311 -7.4409
H -7.4383 -3.1133 -8.1597
C -7.3071 1.1401 -0.3860
N -6.7720 0.9345 -1.7862
O -6.7310 1.9062 -2.5057
O -6.4425 -0.1809 -2.1064
H -8.2125 1.7232 -0.5085
H -6.5086 1.6587 0.1313
H -7.5402 0.1372 -0.0491
C -9.9394 3.9379 -8.2379
N -9.6814 4.6636 -9.5256
O -8.7641 4.2660 -10.2149
O -10.3724 5.6237 -9.7769
H -9.4225 2.9925 -8.3488
H -11.0196 3.8767 -8.1681
H -9.4768 4.5944 -7.5063

Forces on atoms 1 to 2 (eV/Å):
0.6 0.5 0.5
-1.6 0.0 -0.4